[1]
The following is a DFT calculation (ωB97M-V/def2-TZVPD) of an isolated molecule of C5H11NO.

Geometry (Å):
C1 2.286 1.554 -0.760
C2 1.458 0.294 -0.564
N1 -0.043 0.526 -0.515
C3 -0.462 -0.906 -0.188
C4 -1.925 -0.969 0.282
C5 -2.195 -0.722 1.742
O1 -3.174 -1.323 2.294
H1 3.082 1.375 -1.545
H2 1.707 2.428 -1.158
H3 2.787 1.942 0.144
H4 1.942 -0.265 0.267
H5 1.708 -0.376 -1.445
H6 -0.275 1.127 0.172
H7 0.062 -1.501 0.544
H8 -0.307 -1.394 -1.201
H9 -2.534 -0.022 -0.073
H10 -2.344 -1.890 -0.278
H11 -1.771 0.121 2.282

Values from the calculation:
E = -327.02086 hartree
E_LUMO = 0.71 eV
Frontier orbital gap = 10.48 eV
ΔE to the lowest compared entry with this formula, charge and spin = 290.08 kJ/mol
SMILES string = CCNCCC=O

=====

[2]
The following is a DFT calculation (ωB97M-V/def2-TZVPD) of a cluster of 2 separate species, C5H11NO in total.

Geometry (Å):
C1 -0.709 0.920 -0.971
C2 -1.541 1.352 0.203
N1 -2.463 2.440 0.020
O1 -1.404 0.811 1.272
H1 -0.723 1.624 -1.799
H2 -1.115 -0.015 -1.361
H3 0.293 0.743 -0.596
H4 -3.415 2.082 0.037
H5 -2.397 3.016 0.856
C3 0.908 -2.472 -0.003
C4 2.196 -2.220 0.162
C5 2.901 -1.005 -0.363
H6 0.449 -3.362 0.402
H7 0.254 -1.810 -0.559
H8 2.804 -2.917 0.731
H9 3.767 -1.288 -0.960
H10 2.227 -0.415 -0.978
H11 3.272 -0.387 0.456

Values from the calculation:
E = -327.07301 hartree
E_LUMO = 0.92 eV
Frontier orbital gap = 10.52 eV
ΔE to the lowest compared entry with this formula, charge and spin = 153.15 kJ/mol
SMILES string = CC(N)=O.C=CC

=====

[3]
The following is a DFT calculation (ωB97M-V/def2-TZVPD) of a structure of composition C5H11NO.

Geometry (Å):
C1 1.695 0.495 -1.347
C2 0.912 -0.388 -0.414
C3 1.221 -0.513 1.010
N1 0.052 0.275 1.121
C4 -1.240 -0.386 1.169
C5 -2.004 0.126 -0.060
O1 -1.381 1.291 -0.470
H1 1.133 0.768 -2.245
H2 2.610 -0.038 -1.664
H3 2.010 1.407 -0.836
H4 0.388 -1.223 -0.901
H5 2.096 0.032 1.352
H6 1.120 -1.506 1.428
H7 -1.196 -1.479 1.176
H8 -1.756 -0.055 2.076
H9 -2.039 -0.565 -0.912
H10 -3.043 0.378 0.138
H11 -0.671 1.456 0.219

Values from the calculation:
E = -326.99124 hartree
E_LUMO = 1.05 eV
Frontier orbital gap = 9.79 eV
ΔE to the lowest compared entry with this formula, charge and spin = 367.85 kJ/mol